[1]
{"formula": "C25H42BINO7S", "method": "ωB97M-V/def2-TZVPD", "species": ["C", "C", "C", "C", "C", "C", "C", "C", "C", "C", "O", "N", "C", "C", "C", "C", "C", "C", "O", "B", "O", "C", "S", "I", "H", "H", "H", "H", "H", "H", "H", "H", "H", "H", "H", "H", "H", "H", "H", "H", "H", "H", "H", "H", "H", "H", "H", "H", "H", "H", "O", "C", "O", "C", "C", "C", "H", "H", "H", "H", "H", "H", "H", "H", "O", "C", "O", "C", "C", "C", "H", "H", "H", "H", "H", "H", "H", "H"], "xyz": [[4.2164, -4.7469, 0.8115], [4.7214, -3.2298, 1.2956], [3.4725, -2.2134, 1.6420], [3.3722, -0.9660, 0.5325], [2.4451, 0.2381, 1.2313], [0.9601, -0.4180, 1.4554], [-0.2896, 0.5260, 0.9051], [-1.5472, -0.1065, 1.8082], [-2.9348, 0.7526, 1.6937], [-4.3018, -0.1627, 1.9972], [-5.4672, 0.4312, 1.6826], [-4.2824, -1.5737, 2.5416], [-4.3030, -2.5881, 1.4177], [-5.6000, -2.7028, 0.3699], [-5.5487, -3.8094, -0.8754], [-4.2384, -4.8049, -1.1045], [-2.9498, -4.7303, -0.0471], [-3.0299, -3.6292, 1.1743], [-0.0521, 1.9949, 1.0919], [-0.2889, 2.7614, -0.1550], [-1.1945, 1.9141, -0.9635], [-0.6317, 0.5481, -0.6976], [-1.6617, -0.9107, -1.3786], [1.0449, 0.5435, -2.1527], [5.1528, -5.3288, 0.3622], [3.8669, -5.3884, 1.7546], [3.3604, -4.6443, 0.0099], [5.3009, -3.4058, 2.3119], [5.4831, -2.7915, 0.5046], [3.6538, -1.6928, 2.6756], [2.4770, -2.8247, 1.7330], [4.4419, -0.5983, 0.2253], [2.7588, -1.4327, -0.3795], [2.9180, 0.5254, 2.2698], [2.4133, 1.2084, 0.5589], [0.8523, -0.5957, 2.6312], [0.8396, -1.4726, 0.9635], [-1.6211, -1.2309, 1.4943], [-1.2499, -0.1067, 2.9644], [-2.9070, 1.5656, 2.5658], [-3.1294, 1.2636, 0.6597], [-3.5121, -1.7404, 3.2251], [-6.5293, -1.9841, 0.5486], [-6.5005, -3.8463, -1.5810], [-4.1737, -5.5806, -2.0081], [-1.9863, -5.3965, -0.1466], [-2.1371, -3.5212, 1.9586], [-0.9319, 3.6779, 0.2030], [0.6463, 3.2558, -0.6694], [-2.9776, -0.4848, -1.6286], [-1.9830, 8.8578, 3.7112], [-2.2505, 7.6735, 3.5166], [-1.4792, 6.7007, 4.0478], [-1.8085, 5.2999, 4.0359], [-1.3714, 4.6531, 2.7365], [-3.3861, 7.2898, 2.6101], [-2.8695, 5.1437, 4.2503], [-1.2565, 4.8456, 4.8654], [-1.8865, 5.0869, 1.8762], [-1.5731, 3.5773, 2.7543], [-0.2998, 4.8077, 2.5739], [-3.0419, 7.3245, 1.5736], [-4.1962, 8.0130, 2.7486], [-3.8078, 6.3120, 2.8271], [5.7895, -0.8528, -3.8952], [4.9931, -0.8718, -4.8318], [3.6744, -0.6792, -4.6140], [2.6934, -0.4984, -5.6511], [2.2030, -1.8356, -6.1701], [5.4619, -1.1997, -6.2215], [3.0757, 0.1491, -6.4452], [1.8551, 0.0373, -5.1936], [3.0116, -2.4141, -6.6231], [1.4171, -1.6939, -6.9187], [1.8030, -2.4407, -5.3499], [5.5275, -2.2851, -6.3286], [6.4543, -0.7597, -6.3625], [4.8304, -0.7885, -7.0046]], "forces_ev_per_a": [[0.72, 0.30, 0.30], [-0.14, -0.90, 0.80], [0.87, 0.69, -0.35], [-1.27, -0.71, 0.87], [0.38, -0.92, -0.80], [0.10, 0.72, 0.20], [0.40, 0.97, 0.88], [0.05, 0.63, 0.13], [-0.45, -0.93, 1.09], [-4.37, 3.61, -1.85], [6.70, -4.19, 1.95], [0.32, 0.15, -2.56], [-0.14, -2.93, -3.23], [3.30, -2.25, -0.17], [2.98, 0.51, 2.64], [0.24, 2.40, 3.07], [-3.92, 3.16, 0.75], [-2.29, 0.06, -1.77], [0.07, -4.04, 0.84], [-1.36, 0.67, 1.07], [1.00, -4.35, 0.60], [-1.91, 2.38, -0.54], [-0.54, 0.64, 0.23], [0.42, -0.48, 0.45], [-2.11, 1.24, 0.78], [0.50, 1.53, -2.12], [1.73, -0.38, 1.63], [-0.92, 0.39, -2.15], [-1.76, -0.78, 1.62], [-0.25, -1.13, -1.78], [1.86, 1.22, -0.33], [-2.10, -0.78, 0.54], [1.62, 1.40, 1.69], [-0.93, -0.56, -2.02], [-0.11, -2.10, 1.40], [-0.09, 0.48, -2.59], [0.39, 1.94, 0.70], [-0.21, 2.18, 0.39], [-0.38, 0.15, -2.56], [-0.19, -1.61, -2.12], [0.52, -0.97, 2.04], [-0.56, 0.21, -1.24], [2.30, -1.74, -0.54], [2.40, -0.02, 1.60], [-0.34, 2.01, 2.24], [-2.27, 1.50, 0.14], [-2.07, -0.38, -2.01], [-0.84, 1.14, 0.12], [1.21, -0.37, -0.74], [1.41, 0.23, 0.66], [-0.18, -2.10, -0.06], [0.53, 1.36, 0.06], [-0.08, 0.76, 0.43], [0.08, -0.36, -0.39], [-0.09, 0.15, 0.00], [-0.63, -0.02, 0.24], [0.01, 0.14, -0.08], [-0.02, 0.38, -0.03], [0.00, -0.16, 0.10], [0.15, 0.15, -0.12], [-0.18, -0.16, 0.06], [-0.04, -0.05, 0.13], [0.31, 0.03, -0.15], [0.16, -0.13, -0.17], [-1.73, 0.04, -1.56], [1.00, -0.14, 1.46], [0.36, 0.29, 0.33], [-0.12, -0.17, -0.09], [0.04, -0.22, -0.02], [0.28, 0.46, -0.42], [0.10, -0.12, 0.05], [0.32, -0.09, 0.18], [-0.04, 0.09, -0.07], [0.08, 0.01, 0.11], [-0.02, 0.21, -0.08], [-0.02, 0.12, 0.00], [-0.12, -0.28, 0.19], [-0.15, -0.18, -0.03]], "total_charge": -1, "energy_ev": -62029.4783, "e_lumo_ev": 2.0, "homo_energy_ev": -4.7}


[2]
{"formula": "C25H42BrClCsIN4O8S", "method": "ωB97M-V/def2-TZVPD", "species": ["C", "S", "O", "O", "C", "C", "C", "C", "C", "C", "I", "C", "O", "N", "C", "O", "H", "H", "H", "H", "H", "H", "C", "C", "N", "C", "C", "C", "C", "H", "H", "H", "H", "H", "H", "H", "H", "H", "H", "H", "H", "H", "H", "H", "C", "O", "N", "C", "C", "H", "H", "H", "H", "H", "H", "H", "C", "C", "O", "N", "C", "H", "H", "H", "H", "H", "H", "H", "H", "O", "C", "O", "C", "C", "C", "H", "H", "H", "H", "H", "H", "Br", "Cs", "Cl"], "xyz": [[2.5133, 2.9676, 4.0990], [1.1357, 3.1540, 3.0192], [0.2343, 4.0942, 3.6268], [1.6288, 3.5543, 1.7031], [0.4635, 1.5302, 2.8502], [1.3876, 0.4857, 2.8581], [0.9360, -0.7946, 2.6972], [-0.4019, -1.0763, 2.5642], [-1.3310, -0.0627, 2.5481], [-0.8897, 1.2366, 2.6747], [-2.3816, 2.7146, 2.5591], [-0.5849, -2.5700, 2.4347], [-1.5739, -3.1335, 2.0977], [0.6915, -3.1440, 2.8115], [1.6778, -2.1046, 2.6066], [2.8293, -2.2662, 2.3532], [2.2823, 2.1264, 4.7533], [2.5152, 3.8512, 4.7282], [3.4421, 2.8406, 3.5611], [2.4446, 0.6813, 2.9582], [-2.3804, -0.2843, 2.4336], [0.6990, -3.2380, 3.8283], [-2.9110, -2.4058, -4.8737], [-2.4185, -3.4984, -3.9354], [-1.3169, -3.0790, -3.0922], [-0.6768, -4.1826, -2.3851], [-1.5004, -4.9474, -1.3448], [-1.5487, -1.8852, -2.3011], [-2.7265, -1.8831, -1.3139], [-2.0969, -2.0266, -5.4941], [-3.6817, -2.8072, -5.5330], [-3.3551, -1.5683, -4.3324], [-2.0722, -4.3347, -4.5475], [-3.2750, -3.8735, -3.3534], [0.2332, -3.8077, -1.9092], [-0.3289, -4.8972, -3.1379], [-1.6198, -4.3785, -0.4246], [-0.9851, -5.8693, -1.0754], [-2.4887, -5.2221, -1.7172], [-1.6826, -1.0452, -2.9916], [-0.6276, -1.6510, -1.7599], [-3.6281, -2.3197, -1.7453], [-2.9656, -0.8530, -1.0322], [-2.4927, -2.4166, -0.3942], [4.5147, -2.9403, 6.1113], [3.6968, -2.0576, 5.9425], [5.5753, -3.1606, 5.3072], [6.5232, -4.2213, 5.5585], [5.7621, -2.2963, 4.1546], [4.4618, -3.6391, 6.9633], [7.5243, -3.8059, 5.7012], [6.5452, -4.9134, 4.7131], [6.2397, -4.7703, 6.4540], [5.8647, -1.2606, 4.4839], [4.8977, -2.3616, 3.4975], [6.6556, -2.6015, 3.6132], [0.5868, 5.3534, -3.6464], [-0.0524, 4.6913, -2.4633], [-0.7344, 3.7120, -2.4871], [0.2863, 5.2207, -1.1071], [-0.6983, 4.9204, -0.0209], [0.0263, 5.0734, -4.5344], [0.5717, 6.4476, -3.5455], [1.6228, 5.0178, -3.7510], [0.5416, 6.2370, -1.1784], [1.1657, 4.7366, -0.8662], [-0.7727, 3.8464, 0.1003], [-1.6542, 5.3613, -0.2856], [-0.3123, 5.3686, 0.8959], [-5.9991, 3.2386, -5.9769], [-5.0206, 2.9926, -5.3447], [-4.3659, 3.9358, -4.6102], [-3.1693, 3.3819, -4.0475], [-3.3952, 1.8741, -4.0183], [-4.2852, 1.6666, -5.2439], [-2.3252, 3.6615, -4.6841], [-3.0177, 3.7970, -3.0568], [-2.4710, 1.3002, -4.0351], [-3.9430, 1.6001, -3.1163], [-3.7030, 1.5216, -6.1548], [-4.9869, 0.8485, -5.1153], [4.0078, 0.4518, 6.6054], [2.5258, 5.8462, -0.6793], [0.1389, -5.6848, 2.7956]], "forces_ev_per_a": [[-0.44, -0.27, 0.36], [0.50, 0.67, 0.43], [-0.42, -0.14, 0.02], [0.22, 0.35, -1.24], [-0.19, -0.43, 0.04], [0.42, 0.50, -0.22], [0.21, -0.38, -0.33], [-0.14, 0.25, -0.36], [-0.40, -0.32, -0.18], [-0.12, 0.84, 0.13], [-0.08, -0.11, -0.04], [0.56, 0.09, 0.73], [-0.17, 0.14, -0.04], [0.37, 1.78, -0.17], [-0.47, 0.16, 0.13], [0.13, 0.06, 0.12], [0.47, -0.18, 0.20], [0.06, 0.21, -0.10], [0.09, -0.20, -0.03], [0.15, -0.09, 0.10], [-0.12, -0.02, -0.06], [-0.06, -1.41, -0.07], [-0.05, 0.01, -0.03], [-0.19, 0.08, 0.02], [0.24, 0.05, 0.00], [0.10, -0.31, 0.03], [0.06, 0.08, 0.06], [-0.14, 0.21, -0.02], [0.11, 0.10, 0.11], [0.04, 0.02, 0.04], [0.00, -0.01, -0.01], [0.00, 0.02, 0.02], [0.07, -0.05, 0.10], [-0.01, -0.02, -0.05], [-0.05, 0.11, 0.01], [-0.08, 0.07, -0.11], [-0.04, -0.07, 0.04], [0.02, 0.02, 0.05], [0.00, 0.02, -0.04], [-0.04, -0.03, -0.06], [0.04, -0.15, 0.02], [0.01, -0.01, -0.03], [0.00, 0.02, -0.02], [-0.06, -0.09, -0.03], [-0.28, 0.14, 0.11], [-0.24, -1.34, -0.47], [0.21, -0.11, 0.02], [-0.04, 0.20, -0.18], [-0.09, 0.10, 0.14], [0.05, -0.02, 0.01], [0.04, -0.09, 0.03], [0.06, -0.07, 0.05], [-0.03, 0.01, 0.01], [-0.02, 0.02, -0.03], [0.00, 0.02, -0.08], [0.02, -0.05, 0.03], [-0.10, 0.44, 0.46], [-0.64, -1.56, -1.10], [0.11, 0.43, 0.11], [-3.32, -1.32, -0.62], [-0.37, 0.26, 0.35], [0.05, -0.11, -0.01], [0.08, -0.05, -0.01], [-0.08, 0.03, -0.12], [-2.02, -0.15, -0.20], [-4.28, -2.06, -0.44], [0.00, -0.02, -0.06], [-0.03, -0.04, -0.06], [-0.06, -0.15, 0.04], [-0.08, 0.16, 0.07], [0.03, -0.28, -0.33], [0.08, 0.05, 0.09], [-0.14, -0.18, -0.02], [0.03, -0.10, -0.12], [0.13, 0.16, 0.55], [0.01, -0.03, -0.04], [-0.15, 0.14, 0.00], [0.03, 0.03, -0.02], [0.01, 0.02, 0.03], [-0.08, -0.04, -0.05], [-0.05, -0.01, -0.23], [0.03, 1.49, -0.05], [10.78, 3.67, 2.57], [-0.22, -1.16, 0.05]], "total_charge": 0, "energy_ev": -150983.0328, "e_lumo_ev": -4.0, "homo_energy_ev": -5.2}


[3]
{"formula": "C25H42N2O11P", "method": "ωB97M-V/def2-TZVPD", "species": ["C", "C", "O", "P", "O", "C", "C", "C", "N", "C", "C", "N", "O", "C", "C", "H", "H", "H", "H", "H", "H", "H", "H", "H", "H", "H", "H", "H", "H", "H", "H", "H", "H", "O", "C", "O", "C", "C", "C", "H", "H", "H", "H", "H", "H", "O", "C", "O", "C", "C", "C", "H", "H", "H", "H", "H", "H", "O", "C", "O", "C", "C", "C", "H", "H", "H", "H", "H", "H", "O", "C", "O", "C", "C", "C", "H", "H", "H", "H", "H", "H"], "xyz": [[-1.8314, -0.7114, 1.4954], [-1.5772, -1.3418, 0.1481], [-0.8053, -2.5437, 0.3786], [-0.6687, -3.5661, -0.7878], [-1.8169, -3.6675, -1.6746], [0.7234, -3.0605, -1.8556], [1.8663, -2.4792, -1.0004], [3.1165, -2.2323, -1.7476], [4.2576, -2.1131, -1.1294], [5.2385, -1.8546, -2.0711], [4.6544, -1.8543, -3.2270], [3.3009, -2.0950, -3.0378], [-0.3766, -4.9924, -0.2003], [0.0999, -5.0300, 1.1732], [-1.0163, -4.8946, 2.2078], [-2.0679, -1.4550, 2.2310], [-1.0110, -0.0763, 1.7933], [-2.7015, -0.0834, 1.3673], [-1.0028, -0.6271, -0.4305], [-2.5283, -1.5060, -0.3209], [0.3366, -2.2293, -2.4274], [1.0223, -3.8802, -2.4896], [1.5097, -1.5136, -0.6541], [2.0599, -3.0447, -0.1030], [4.4289, -2.1881, -0.1433], [6.2656, -1.7201, -1.8304], [5.1238, -1.6909, -4.1657], [2.5830, -2.1722, -3.7353], [0.5365, -6.0083, 1.3012], [0.9096, -4.3359, 1.3559], [-1.1047, -5.7597, 2.8399], [-1.9325, -4.6428, 1.6965], [-0.7909, -4.0315, 2.8179], [-0.9197, -1.9814, 4.0849], [-0.0113, -1.3234, 4.4897], [1.1434, -1.1555, 3.7899], [2.0918, -0.4142, 4.5841], [1.2545, 0.3408, 5.6071], [0.0816, -0.6109, 5.8236], [2.7799, -1.1233, 5.0504], [2.6590, 0.2508, 3.9356], [1.8030, 0.5841, 6.5145], [0.8914, 1.2680, 5.1774], [0.2920, -1.3492, 6.5986], [-0.8423, -0.0853, 6.0452], [0.7727, 3.6392, -1.1994], [1.6325, 3.0380, -1.7592], [2.8894, 2.8752, -1.2583], [3.7244, 2.2171, -2.2277], [2.7618, 1.4796, -3.1539], [1.5398, 2.3951, -3.1293], [4.3044, 2.9769, -2.7539], [4.4116, 1.5455, -1.7163], [3.1653, 1.3095, -4.1511], [2.5014, 0.5085, -2.7256], [1.6074, 3.1787, -3.8837], [0.6068, 1.8502, -3.2371], [-3.6441, 0.7866, -0.9845], [-4.2540, 0.1990, -1.8317], [-5.5985, 0.1333, -1.8480], [-6.0420, -0.7299, -2.9138], [-4.8889, -0.7587, -3.9075], [-3.6789, -0.6022, -2.9873], [-6.2548, -1.7146, -2.4946], [-6.9548, -0.3270, -3.3435], [-4.8701, -1.6583, -4.5184], [-4.9558, 0.1000, -4.5769], [-3.3239, -1.5646, -2.6078], [-2.8650, -0.0615, -3.4632], [-3.1056, 6.1594, 2.8218], [-2.0582, 6.1054, 2.2603], [-1.1114, 5.1724, 2.5555], [0.0849, 5.4205, 1.7935], [-0.3688, 6.2368, 0.5987], [-1.5407, 7.0329, 1.1752], [0.7921, 5.9643, 2.4257], [0.5308, 4.4723, 1.5001], [0.4213, 6.8551, 0.1777], [-0.7278, 5.5720, -0.1857], [-1.2159, 7.9661, 1.6368], [-2.3119, 7.2280, 0.4372]], "forces_ev_per_a": [[-0.41, 0.31, -0.63], [0.03, 1.09, 1.20], [0.67, -0.14, 0.19], [-1.40, -0.89, -2.18], [-0.88, 0.39, -0.73], [0.63, 0.60, 1.53], [-0.70, 0.16, -0.82], [-1.97, -0.78, 1.55], [1.69, 0.40, -0.05], [1.15, -0.12, 2.38], [-0.79, 0.21, -2.88], [0.71, 0.12, -0.29], [1.09, 0.70, 1.22], [-0.16, -1.36, 0.69], [0.58, 1.03, -0.43], [0.07, -0.27, 0.35], [0.31, -0.03, 0.37], [-0.23, 0.37, 0.06], [0.19, -0.11, -0.55], [-0.10, -0.74, -0.47], [-0.35, -0.01, -0.52], [-0.02, -0.33, -0.17], [0.01, 0.29, 0.25], [0.31, -0.36, 0.20], [-0.27, -0.05, 0.25], [0.41, 0.06, 0.21], [-0.12, 0.01, -0.65], [-0.15, -0.01, -0.17], [0.23, -0.36, -0.32], [0.05, 0.51, -0.21], [-0.21, -0.40, 0.04], [-0.47, -0.29, -0.01], [-0.09, 0.17, 0.38], [0.05, -0.20, -0.15], [-0.06, -0.12, 0.51], [0.04, 0.06, -0.04], [0.09, 0.14, 0.11], [0.01, -0.13, 0.19], [0.32, 0.42, -0.24], [-0.04, -0.02, 0.01], [-0.06, -0.10, -0.13], [0.05, -0.06, -0.03], [-0.02, 0.19, -0.10], [-0.12, -0.04, 0.00], [-0.12, -0.23, 0.07], [0.05, 0.03, 0.41], [-0.11, 0.18, -0.44], [0.00, -0.20, -0.02], [-0.03, -0.03, -0.07], [-0.07, 0.10, -0.12], [0.35, -0.50, 0.09], [-0.01, -0.01, -0.03], [-0.01, 0.12, 0.18], [0.07, 0.06, 0.02], [0.00, 0.01, 0.06], [-0.11, 0.03, -0.01], [-0.15, 0.23, -0.03], [0.05, 0.10, 0.10], [0.23, -0.23, 0.01], [-0.05, 0.00, -0.09], [-0.05, -0.10, -0.18], [0.16, -0.04, -0.02], [-0.41, 0.09, -0.30], [0.04, 0.00, 0.03], [-0.04, 0.12, 0.16], [-0.05, -0.05, 0.07], [-0.03, 0.01, 0.00], [0.08, 0.03, 0.01], [0.15, -0.04, 0.19], [-0.26, -0.17, 0.19], [0.21, 0.30, -0.06], [0.06, -0.02, -0.06], [0.09, -0.04, -0.02], [-0.14, 0.26, -0.16], [0.36, -0.47, -0.24], [-0.04, 0.02, 0.01], [-0.12, -0.06, 0.11], [0.05, 0.00, 0.05], [0.04, -0.05, 0.00], [-0.10, 0.04, 0.02], [-0.14, 0.16, 0.14]], "total_charge": 1, "energy_ev": -61394.6034, "e_lumo_ev": -3.0, "homo_energy_ev": -11.2}